# 1
Computed, not measured: 4 unconnected molecules or ions with the total composition C16H16F2N2 in a non-equilibrium geometry, with the ωB97M-V functional and the def2-TZVPD basis.

```
36
Properties=species:S:1:pos:R:3:nbo_charge:R:1
F -3.590 0.741 -2.674 -0.31
C -3.934 1.214 -1.512 0.38
C -4.072 0.429 -0.380 -0.29
C -4.651 0.925 0.817 -0.19
C -4.903 2.310 0.910 -0.24
C -4.565 3.144 -0.195 -0.19
C -4.229 2.550 -1.445 -0.28
H -3.822 -0.621 -0.386 0.22
H -4.925 0.167 1.536 0.22
H -5.293 2.619 1.868 0.22
H -4.803 4.198 -0.180 0.22
H -4.197 3.141 -2.348 0.23
F 0.248 2.340 3.007 -0.32
C 0.489 1.798 1.808 0.40
C -0.589 1.720 0.927 -0.30
C -0.422 1.061 -0.292 -0.17
C 0.844 0.742 -0.715 -0.25
C 1.941 0.850 0.139 -0.19
C 1.776 1.308 1.486 -0.31
H -1.572 2.039 1.240 0.24
H -1.219 0.820 -0.979 0.22
H 0.998 0.157 -1.610 0.22
H 2.871 0.512 -0.292 0.24
H 2.631 1.390 2.142 0.23
C 2.331 -2.127 1.595 -0.72
C 2.095 -3.452 0.937 0.30
N 1.919 -4.496 0.461 -0.36
H 3.159 -1.621 1.099 0.26
H 2.461 -2.175 2.676 0.25
H 1.429 -1.556 1.377 0.26
C 5.456 -3.838 -1.903 -0.71
C 4.947 -2.449 -1.685 0.31
N 4.502 -1.397 -1.510 -0.37
H 5.753 -4.241 -0.935 0.26
H 6.245 -3.720 -2.645 0.25
H 4.695 -4.483 -2.342 0.26
```

Summary:
Frontier orbital gap   9.90 eV
LUMO level   0.02542 hartree
E   -25265.186 eV
Molar mass   274.314 g mol⁻¹
Energy above the lowest of the compared OMol25 structures with the same formula, charge and spin   79.4 kJ/mol

***

# 2
Computed, not measured: 3 unconnected molecules or ions with the total composition C16H16F5N4O in a non-equilibrium geometry, with the ωB97M-V functional and the def2-TZVPD basis.

```
42
Properties=species:S:1:pos:R:3:nbo_charge:R:1
N 2.865 -2.307 -0.725 -0.80
C 2.123 -1.407 -1.460 0.60
N 2.315 -0.823 -2.843 -0.41
C 1.075 0.065 -3.005 0.27
N 0.300 -0.076 -1.690 -0.23
C -1.036 0.581 -1.341 0.05
O -2.078 -0.173 -2.055 -0.49
C -2.220 -1.549 -1.557 1.17
F -3.627 -2.034 -1.816 -0.31
F -1.987 -1.723 -0.106 -0.34
F -1.342 -2.544 -2.275 -0.33
N 0.876 -0.944 -0.737 -0.41
H 2.328 -2.923 -0.060 0.43
H 3.913 -2.352 -0.750 0.47
H 0.788 0.706 -3.963 0.31
H -1.216 0.716 -0.193 0.26
H -1.032 1.682 -1.803 0.27
H 0.494 -1.178 0.219 0.48
F -3.491 2.453 -0.874 -0.34
C -4.700 1.944 -0.600 0.38
C -5.626 2.716 0.093 -0.28
C -6.887 2.188 0.374 -0.18
C -7.203 0.889 -0.032 -0.22
C -6.264 0.121 -0.722 -0.19
C -5.008 0.653 -1.013 -0.30
H -5.360 3.719 0.408 0.23
H -7.621 2.786 0.908 0.23
H -8.184 0.476 0.191 0.23
H -6.511 -0.892 -1.034 0.22
H -4.270 0.072 -1.556 0.22
F 5.361 -2.031 0.680 -0.35
C 5.537 -1.058 1.584 0.38
C 6.620 -0.195 1.457 -0.28
C 6.800 0.822 2.395 -0.18
C 5.901 0.957 3.456 -0.22
C 4.820 0.082 3.577 -0.19
C 4.634 -0.928 2.633 -0.30
H 7.312 -0.320 0.632 0.24
H 7.639 1.507 2.301 0.23
H 6.045 1.747 4.190 0.23
H 4.124 0.186 4.406 0.23
H 3.795 -1.611 2.707 0.22
```

Summary:
Frontier orbital gap   6.84 eV
LUMO level   -0.16663 hartree
Total charge   +1
E   -38434.352 eV
Molar mass   375.321 g mol⁻¹

***

# 3
Computed, not measured: a single C16H16N2O molecule in a non-equilibrium geometry, with the ωB97M-V functional and the def2-TZVPD basis.

```
35
Properties=species:S:1:pos:R:3:nbo_charge:R:1
O -2.075 -2.861 2.068 -0.59
C -1.332 -2.326 1.273 0.65
N -0.005 -2.169 1.577 -0.44
N 0.850 -1.450 0.834 -0.24
C 2.031 -1.256 1.235 0.08
C 3.003 -0.459 0.434 -0.44
C 2.340 0.370 -0.672 -0.44
C 1.455 1.439 -0.094 0.08
C 2.010 2.523 0.576 -0.25
C 1.203 3.495 1.138 -0.21
C -0.175 3.398 1.035 -0.22
C -0.736 2.327 0.361 -0.20
C 0.074 1.357 -0.202 -0.23
C -1.766 -1.805 -0.049 -0.08
C -2.960 -1.093 -0.116 -0.19
C -3.402 -0.593 -1.327 -0.22
C -2.668 -0.819 -2.480 -0.20
C -1.494 -1.552 -2.421 -0.21
C -1.038 -2.043 -1.210 -0.20
H 0.290 -2.525 2.492 0.38
H 2.400 -1.667 2.185 0.15
H 3.732 -1.148 -0.008 0.22
H 3.554 0.195 1.115 0.22
H 3.126 0.831 -1.276 0.22
H 1.750 -0.291 -1.305 0.22
H 3.085 2.611 0.655 0.20
H 1.649 4.332 1.656 0.21
H -0.806 4.155 1.476 0.21
H -1.810 2.244 0.271 0.21
H -0.369 0.525 -0.726 0.22
H -3.525 -0.933 0.790 0.23
H -4.323 -0.030 -1.374 0.22
H -3.014 -0.429 -3.426 0.22
H -0.929 -1.739 -3.322 0.21
H -0.126 -2.616 -1.166 0.22
```

Summary:
Frontier orbital gap   9.73 eV
LUMO level   0.02862 hartree
E   -21878.994 eV
Molar mass   252.317 g mol⁻¹
Energy above the lowest of the compared OMol25 structures with the same formula, charge and spin   0.0 kJ/mol

***

# 4
Computed, not measured: a single C16H16N2O2S2 molecule in a non-equilibrium geometry, with the ωB97M-V functional and the def2-TZVPD basis.

```
38
Properties=species:S:1:pos:R:3:nbo_charge:R:1
C 5.569 -1.631 1.267 -0.65
C 4.623 -0.696 0.583 0.06
C 5.051 0.552 0.137 -0.20
C 4.186 1.415 -0.507 -0.20
C 2.854 1.073 -0.734 0.01
C 1.928 2.028 -1.419 -0.66
C 2.439 -0.174 -0.286 -0.35
S 0.755 -0.751 -0.493 2.30
O 0.252 -0.473 -1.808 -0.93
O 0.657 -2.098 -0.025 -0.93
N -0.033 0.256 0.627 -0.86
C -1.414 0.430 0.532 0.22
C -1.990 1.663 0.861 -0.27
C -3.356 1.850 0.809 -0.20
C -4.149 0.790 0.410 -0.23
S -5.876 0.714 0.237 0.33
C -5.691 -0.978 -0.274 0.14
C -6.887 -1.774 -0.626 -0.67
N -4.492 -1.406 -0.302 -0.43
C -3.581 -0.459 0.070 0.11
C -2.206 -0.637 0.136 -0.25
C 3.299 -1.044 0.359 -0.20
H 6.115 -1.117 2.056 0.22
H 5.035 -2.474 1.696 0.22
H 6.299 -2.013 0.553 0.22
H 6.078 0.848 0.297 0.21
H 4.543 2.377 -0.845 0.21
H 1.495 2.724 -0.698 0.21
H 2.473 2.616 -2.155 0.23
H 1.124 1.492 -1.914 0.26
H 0.475 1.107 0.812 0.40
H -1.351 2.479 1.167 0.21
H -3.795 2.802 1.067 0.22
H -6.581 -2.778 -0.906 0.24
H -7.570 -1.823 0.221 0.23
H -7.416 -1.309 -1.457 0.23
H -1.763 -1.584 -0.119 0.25
H 2.904 -1.997 0.673 0.24
```

Summary:
Frontier orbital gap   8.74 eV
LUMO level   0.02095 hartree
E   -45597.633 eV
Molar mass   332.450 g mol⁻¹
Energy above the lowest of the compared OMol25 structures with the same formula, charge and spin   0.0 kJ/mol

***

# 5
Computed, not measured: a molecular structure, C16H16N3O10S2 in a non-equilibrium geometry, with the ωB97M-V functional and the def2-TZVPD basis.

```
47
Properties=species:S:1:pos:R:3:nbo_charge:R:1
C -0.480 2.743 1.663 -0.36
C -1.374 3.725 1.785 -0.50
S -2.016 4.508 0.324 2.30
O -1.680 5.911 0.396 -0.97
O -1.464 3.747 -0.774 -0.97
N -3.611 4.366 0.344 -1.23
S -4.477 3.514 1.311 2.35
O -5.861 3.589 0.903 -0.97
O -4.203 3.720 2.722 -1.00
C -4.080 1.757 1.128 -0.83
C -3.799 1.212 -0.244 0.79
O -4.049 1.689 -1.288 -0.52
O -3.238 -0.043 -0.191 -0.71
H 0.109 2.574 0.765 0.23
H -0.305 2.067 2.500 0.18
H -1.742 4.064 2.745 0.24
H -4.968 1.241 1.509 0.26
H -3.244 1.543 1.798 0.24
H -3.069 -0.270 0.734 0.47
C 4.849 -1.623 -0.094 -0.17
C 4.967 -0.859 1.055 -0.21
C 4.249 0.323 1.184 -0.21
C 3.427 0.710 0.149 0.10
C 3.310 -0.025 -1.019 -0.21
C 4.028 -1.202 -1.133 -0.22
N 2.605 1.930 0.293 0.52
O 2.720 2.572 1.319 -0.38
O 1.851 2.202 -0.618 -0.35
H 5.391 -2.555 -0.184 0.21
H 5.604 -1.188 1.865 0.21
H 4.312 0.925 2.079 0.25
H 2.656 0.315 -1.807 0.25
H 3.934 -1.798 -2.032 0.22
C -1.098 -4.631 -2.605 -0.18
C -1.466 -3.346 -2.226 -0.20
C -0.689 -2.638 -1.324 -0.21
C 0.448 -3.242 -0.822 0.08
C 0.836 -4.520 -1.181 -0.22
C 0.049 -5.217 -2.082 -0.22
N 1.285 -2.484 0.122 0.52
O 0.910 -1.371 0.438 -0.37
O 2.316 -2.995 0.516 -0.39
H -1.706 -5.177 -3.313 0.22
H -2.357 -2.887 -2.632 0.23
H -0.962 -1.638 -1.026 0.27
H 1.732 -4.954 -0.763 0.24
H 0.332 -6.218 -2.378 0.22
```

Summary:
Frontier orbital gap   6.61 eV
LUMO level   0.03696 hartree
Total charge   -1
E   -63462.093 eV
Molar mass   474.449 g mol⁻¹